[1]
Here is an isolated ion of composition C4H8BO3P and charge -2 from the Open Molecules 2025 dataset. Energies are from wB97M-V/def2-TZVPD.

Positions of all 17 atoms, in Å:
B -0.931 -0.405 0.284
C 0.148 0.522 0.115
C 1.577 0.506 -0.850
C -1.969 -0.073 1.467
C -1.288 -1.906 -0.204
O 2.785 3.011 -0.239
O 4.304 1.236 -1.221
O 1.740 1.371 -2.022
P 2.903 1.671 -0.793
H 0.193 1.585 0.634
H 1.752 -0.557 -1.065
H -1.683 -0.650 2.266
H -3.072 -0.086 1.250
H -1.809 0.923 1.701
H -0.834 -2.404 -1.104
H -2.313 -1.966 -0.654
H -1.503 -2.776 0.437

Summary:
**Relative energy (zero: lowest compared OMol25 entry of this formula, charge and spin)**: 97.4 kJ/mol
**Largest force on an atom**: 5.07 eV/A
**Multiplicity**: 1
**HOMO energy**: 0.4 eV
**Total charge**: -2



[2]
Here is C16H26IO5OsP2 as an isolated structure from the Open Molecules 2025 dataset. Energies are from wB97M-V/def2-TZVPD.

Positions of all 51 atoms, in Å:
C 0.000 -0.066 -6.336
C 0.008 0.603 -5.048
H 0.005 0.655 -7.179
H -0.901 -0.703 -6.411
H 0.891 -0.717 -6.415
O 0.018 1.554 -4.358
I -0.006 -1.439 -2.512
Os -0.021 -0.149 -0.237
P 2.280 -0.169 -0.475
C 3.094 0.992 0.670
C 2.792 -1.785 0.201
H 3.669 -2.179 -0.330
H 4.289 0.035 -1.796
H 1.944 -2.476 0.133
H 2.917 -0.623 -2.776
H 2.683 0.834 1.674
H 3.035 -1.612 1.255
C 3.211 0.115 -2.017
H 4.176 0.808 0.684
H 2.997 1.126 -2.394
H 2.905 2.020 0.341
P -2.311 -0.144 -0.481
C -3.114 1.013 0.654
C -3.224 0.100 -2.020
H -1.855 -2.363 0.303
H -3.565 -2.234 -0.268
H -3.086 -1.513 1.306
C -2.757 -1.740 0.287
H -2.927 -0.662 -2.753
H -4.301 0.033 -1.793
H -4.203 0.900 0.599
H -2.840 2.036 0.381
H -2.993 1.101 -2.416
H -2.765 0.780 1.666
C 0.019 1.692 -0.554
O 0.055 2.868 -0.570
O -0.700 0.667 4.486
C -0.307 -0.587 4.831
C -0.318 -0.868 6.212
C 0.086 -2.119 6.688
C 0.519 -3.113 5.783
C 0.513 -2.835 4.401
C 0.112 -1.577 3.891
C 0.010 -1.261 2.417
O 0.117 -2.176 1.571
O -0.231 -0.037 1.980
H -0.490 0.743 3.527
H -0.639 -0.047 6.867
H 0.027 -2.302 7.783
H 0.844 -4.093 6.192
H 0.851 -3.606 3.710

Summary:
**Largest force on an atom**: 7.38 eV/A
**Multiplicity**: 5
**HOMO energy (alpha / beta)**: -16.4 / -17.5 eV
**Total charge**: +3



[3]
Here is one molecule with the formula C5H6O from the Open Molecules 2025 dataset. Energies are from wB97M-V/def2-TZVPD.

Positions of all 12 atoms, in Å:
C 2.533 -0.155 -0.360
C 1.361 0.385 -0.226
C 0.071 0.500 -0.291
C -0.724 -0.045 0.851
C -2.166 -0.241 0.498
O -2.625 -0.017 -0.597
H 2.331 -0.840 -1.178
H 3.465 0.166 0.096
H -0.419 0.966 -1.138
H -0.301 -0.985 1.237
H -0.666 0.661 1.691
H -2.807 -0.597 1.328

Summary:
**Relative energy (zero: lowest compared OMol25 entry of this formula, charge and spin)**: 226.0 kJ/mol
**Largest force on an atom**: 1.69 eV/A
**SMILES string**: C=C=CCC=O
**Multiplicity**: 1
**HOMO energy**: -9.2 eV



[4]
Here is a 7-piece molecular cluster, C35H65BrN4O14 overall from the Open Molecules 2025 dataset. Energies are from wB97M-V/def2-TZVPD.

Positions of all 119 atoms, in Å:
C 0.635 -3.162 -2.631
C -0.345 -1.929 -2.914
O -1.731 -2.342 -3.204
C -2.353 -1.108 -3.636
O -2.361 -0.838 -4.858
C -2.978 -0.102 -2.559
C -3.083 1.412 -3.074
C -1.948 2.397 -2.424
C -0.530 1.829 -2.966
N 0.251 1.223 -1.997
N 1.380 0.722 -2.444
C 1.581 0.892 -3.802
C 2.949 0.225 -4.363
C 4.242 1.129 -4.086
C 5.142 0.663 -2.848
Br 5.605 -1.264 -2.826
N 0.818 1.534 -4.765
N -0.308 2.034 -4.318
H 1.303 -2.863 -1.746
H 0.114 -4.129 -2.336
H 1.283 -3.301 -3.557
H -0.384 -1.268 -1.989
H 0.017 -1.357 -3.847
H -4.046 -0.483 -2.361
H -2.422 -0.103 -1.560
H -2.981 1.532 -4.201
H -4.131 1.788 -2.797
H -2.165 3.449 -2.820
H -2.010 2.336 -1.285
H 2.876 0.099 -5.506
H 2.986 -0.821 -3.917
H 3.909 2.209 -3.852
H 4.875 1.183 -5.034
H 4.676 1.034 -1.862
H 6.140 1.234 -2.942
C -1.895 0.764 3.774
C -3.346 1.038 3.434
O -3.459 1.733 2.182
C -3.514 1.117 0.992
C -3.127 -0.333 0.912
O -3.796 1.748 -0.007
H -1.427 0.110 3.035
H -1.814 0.292 4.755
H -1.323 1.696 3.782
H -3.955 0.132 3.438
H -3.772 1.699 4.191
H -2.055 -0.409 0.719
H -3.672 -0.791 0.086
H -3.386 -0.904 1.803
C -2.235 -3.219 7.808
C -3.687 -2.946 7.465
O -3.797 -2.248 6.214
C -3.847 -2.852 5.016
C -3.458 -4.298 4.911
O -4.129 -2.211 4.024
H -1.764 -3.870 7.069
H -2.156 -3.692 8.789
H -1.665 -2.286 7.820
H -4.295 -3.852 7.465
H -4.116 -2.287 8.222
H -2.388 -4.369 4.716
H -4.001 -4.743 4.076
H -3.715 -4.886 5.790
C -9.030 -5.566 6.919
C -9.262 -4.796 8.204
O -8.067 -4.119 8.620
C -7.708 -2.892 8.200
C -8.396 -2.302 7.003
O -6.791 -2.313 8.736
H -8.771 -4.900 6.093
H -9.924 -6.130 6.643
H -8.197 -6.264 7.038
H -10.102 -4.103 8.130
H -9.509 -5.498 9.003
H -7.855 -2.590 6.099
H -8.382 -1.215 7.096
H -9.443 -2.588 6.915
C 3.297 6.898 -3.328
C 4.039 5.663 -2.857
O 4.661 4.985 -3.959
C 5.885 5.277 -4.436
C 6.535 6.569 -4.033
O 6.413 4.541 -5.240
H 3.976 7.629 -3.771
H 2.774 7.372 -2.494
H 2.567 6.633 -4.097
H 4.764 5.884 -2.071
H 3.325 4.957 -2.429
H 6.253 7.350 -4.741
H 7.617 6.434 -4.061
H 6.293 6.882 -3.019
C 10.365 5.251 -5.329
C 10.038 6.550 -6.038
O 10.309 7.678 -5.191
C 11.509 8.280 -5.094
C 12.721 7.577 -5.637
O 11.613 9.333 -4.508
H 11.427 5.183 -5.086
H 10.096 4.396 -5.953
H 9.817 5.183 -4.385
H 10.550 6.644 -6.997
H 8.968 6.580 -6.254
H 13.155 6.952 -4.854
H 13.451 8.330 -5.937
H 12.519 6.977 -6.522
C -3.698 -6.534 -0.363
C -3.007 -5.434 0.418
O -2.998 -5.730 1.824
C -2.053 -6.465 2.436
C -1.122 -7.296 1.600
O -2.010 -6.510 3.646
H -3.169 -7.485 -0.271
H -3.758 -6.273 -1.422
H -4.710 -6.694 0.018
H -1.999 -5.230 0.052
H -3.571 -4.506 0.306
H -1.560 -8.285 1.450
H -0.178 -7.403 2.136
H -0.879 -6.848 0.639

Summary:
**Largest force on an atom**: 4.58 eV/A
**SMILES string**: CCOC(=O)CCCc1nnc(CCCBr)nn1.CCOC(C)=O.CCOC(C)=O.CCOC(C)=O.CCOC(C)=O.CCOC(C)=O.CCOC(C)=O
**Multiplicity**: 1
**HOMO energy**: -9.7 eV



[5]
Here is C41H78F6HfN2O15S2 as an isolated structure from the Open Molecules 2025 dataset. Energies are from wB97M-V/def2-TZVPD.

Positions of all 145 atoms, in Å:
Hf 2.027 -2.346 -0.463
C -1.396 -5.210 1.760
C -1.233 -5.635 0.295
C -2.287 -6.736 -0.274
C -3.686 -6.185 -0.522
C -3.530 -4.939 -1.447
C -2.600 -3.816 -0.940
N -1.286 -4.473 -0.605
O -0.200 -3.474 -0.339
C -3.183 -3.006 0.253
C -2.503 -2.911 -2.220
C 0.184 -6.390 0.080
H -2.454 -5.192 2.021
H -0.976 -4.222 1.948
H -0.897 -5.913 2.428
H -2.326 -7.636 0.339
H -2.027 -7.057 -1.283
H -4.121 -5.976 0.455
H -4.344 -6.874 -1.052
H -4.541 -4.537 -1.513
H -3.309 -5.309 -2.448
H -3.534 -2.016 -0.039
H -2.418 -2.798 1.002
H -4.030 -3.522 0.705
H -2.091 -3.431 -3.085
H -1.913 -2.012 -2.044
H -3.481 -2.578 -2.568
H 1.043 -5.820 0.434
H 0.408 -6.653 -0.954
H 0.159 -7.305 0.671
C 0.592 1.240 2.134
F 1.165 0.780 3.224
F -0.466 1.951 2.483
F 1.400 1.965 1.358
S -0.032 -0.316 1.136
O 0.481 -1.479 1.781
O -1.481 -0.291 0.949
N 0.967 -0.341 -0.341
S 0.197 0.858 -1.113
O -0.517 0.261 -2.202
O -0.514 1.882 -0.336
C 1.606 1.859 -1.995
F 2.489 2.335 -1.103
F 2.230 1.051 -2.846
F 1.008 2.883 -2.562
C -0.005 -1.896 -4.677
C 1.405 -1.626 -4.073
O 1.566 -1.737 -2.877
C 2.443 -0.992 -4.969
H -0.698 -1.690 -3.862
H -0.124 -2.952 -4.918
H -0.298 -1.299 -5.541
H 3.476 -1.139 -4.653
H 2.349 0.094 -4.954
H 2.295 -1.333 -5.994
C 4.802 0.784 1.823
C 3.907 -0.403 2.198
O 3.268 -0.934 1.270
C 3.764 -0.737 3.664
H 4.261 1.727 1.745
H 5.322 0.549 0.893
H 5.530 0.900 2.626
H 2.986 -0.113 4.104
H 4.743 -0.619 4.128
H 3.414 -1.751 3.858
C -4.924 1.236 -0.053
C -4.914 0.356 -1.286
O -5.772 -0.520 -1.502
C -3.802 0.560 -2.307
H -3.953 1.723 0.034
H -5.130 0.652 0.845
H -5.641 2.051 -0.160
H -3.924 0.093 -3.284
H -2.915 0.073 -1.902
H -3.675 1.631 -2.470
C 1.294 -3.839 3.916
C 2.024 -4.303 2.683
O 1.990 -3.623 1.629
C 2.839 -5.595 2.705
H 1.866 -4.137 4.794
H 0.364 -4.361 4.139
H 1.149 -2.778 4.120
H 3.226 -5.818 1.711
H 2.254 -6.510 2.801
H 3.650 -5.590 3.433
C -1.937 2.370 8.086
C -0.855 2.495 7.023
O -0.151 3.496 6.891
C -0.665 1.348 6.078
H -1.855 1.473 8.700
H -2.958 2.524 7.736
H -1.704 3.217 8.730
H -0.821 0.320 6.406
H 0.368 1.398 5.733
H -1.275 1.603 5.212
C 5.315 0.907 -2.221
C 4.735 -0.535 -2.003
O 3.731 -0.831 -1.284
C 5.510 -1.646 -2.667
H 5.062 1.391 -3.164
H 6.397 0.909 -2.095
H 4.895 1.564 -1.460
H 5.855 -1.204 -3.602
H 4.862 -2.464 -2.982
H 6.341 -1.984 -2.047
C -0.771 6.961 -1.268
C -0.408 5.554 -0.955
O -1.036 4.622 -1.466
C 0.554 5.345 0.212
H 0.090 7.618 -1.389
H -1.462 7.374 -0.533
H -1.264 6.973 -2.240
H 0.988 4.347 0.148
H 0.081 5.391 1.193
H 1.296 6.143 0.240
C -2.966 1.160 -6.300
C -1.761 1.646 -5.552
O -0.631 1.284 -5.888
C -1.921 2.667 -4.423
H -3.378 1.932 -6.949
H -3.685 0.881 -5.529
H -2.811 0.283 -6.928
H -1.965 2.049 -3.526
H -2.823 3.254 -4.593
H -1.041 3.308 -4.383
C -3.817 3.841 5.066
C -4.312 3.480 3.711
O -5.259 4.074 3.190
C -3.492 2.536 2.941
H -3.988 2.984 5.716
H -4.059 4.855 5.385
H -2.728 3.889 5.088
H -2.458 2.389 3.253
H -3.547 2.861 1.902
H -4.034 1.593 2.998
C 4.330 5.032 -0.538
C 4.254 4.973 -2.096
O 4.397 4.010 -2.767
C 4.184 6.379 -2.676
H 3.384 5.120 -0.003
H 4.997 5.821 -0.189
H 4.663 4.079 -0.127
H 3.175 6.777 -2.568
H 4.415 6.335 -3.740
H 4.972 7.028 -2.293

Summary:
**Largest force on an atom**: 5.83 eV/A
**Multiplicity**: 1
**HOMO energy**: -12.2 eV
**Total charge**: +2



[6]
Here is a 4-piece molecular cluster, C23H36B2F5N4O6P2 overall from the Open Molecules 2025 dataset. Energies are from wB97M-V/def2-TZVPD.

Positions of all 78 atoms, in Å:
C -0.523 -2.789 2.351
C 0.970 -2.613 1.931
B 1.074 -1.441 0.837
O 0.390 -0.203 1.058
B 1.947 -1.612 -0.661
C 0.742 -1.617 -1.714
C 0.385 -0.499 -2.436
C -0.692 -0.594 -3.278
N -1.444 -1.666 -3.459
C -1.058 -2.728 -2.761
C -0.014 -2.767 -1.896
O 2.794 -2.848 -0.594
C 3.841 -2.462 0.175
P 5.326 -3.577 -0.097
P 4.447 -5.565 -0.273
O 4.420 -5.921 -1.690
O 2.942 -5.674 0.302
O 5.311 -6.619 0.616
C 4.072 -0.908 -0.116
C 4.319 -0.007 1.093
F 3.961 1.255 0.754
F 3.596 -0.324 2.193
C 5.799 0.085 1.545
F 6.666 0.218 0.557
F 6.101 -0.982 2.302
F 5.933 1.149 2.363
O 3.000 -0.559 -0.883
H -0.552 -3.395 3.259
H -1.054 -3.264 1.530
H -0.984 -1.831 2.520
H 1.300 -3.538 1.456
H 1.591 -2.328 2.786
H -0.528 -0.376 0.801
H 0.963 0.404 -2.312
H -0.985 0.297 -3.837
H -1.652 -3.633 -2.878
H 0.248 -3.659 -1.344
H 3.684 -2.525 1.270
H 6.046 -3.651 1.127
H 2.926 -5.566 1.262
H 4.885 -7.477 0.484
H 4.993 -0.880 -0.721
C -1.718 4.227 1.672
C -0.280 3.839 1.351
C -0.070 3.504 -0.126
C -0.908 2.366 -0.517
N -1.539 1.447 -0.815
H -2.402 3.405 1.468
H -1.812 4.480 2.728
H -2.039 5.094 1.088
H 0.006 2.980 1.961
H 0.383 4.662 1.627
H 0.973 3.244 -0.310
H -0.321 4.360 -0.755
C -2.490 1.595 3.551
C -3.955 1.212 3.730
C -4.118 -0.286 3.998
C -3.592 -1.048 2.861
N -3.162 -1.617 1.954
H -2.045 1.093 2.689
H -2.390 2.664 3.390
H -1.911 1.331 4.439
H -4.520 1.491 2.838
H -4.379 1.778 4.564
H -5.166 -0.548 4.141
H -3.574 -0.569 4.901
C -4.413 4.330 -5.529
C -4.419 3.258 -4.444
C -3.071 3.121 -3.731
C -2.008 2.753 -4.676
N -1.188 2.489 -5.444
H -3.703 4.091 -6.321
H -5.399 4.414 -5.989
H -4.150 5.306 -5.115
H -4.695 2.301 -4.889
H -5.184 3.501 -3.704
H -3.131 2.358 -2.954
H -2.795 4.065 -3.257

Summary:
**Largest force on an atom**: 2.29 eV/A
**Multiplicity**: 1
**HOMO energy**: -4.0 eV
**Total charge**: -1



[7]
Here is one molecule with the formula C2H8NOP from the Open Molecules 2025 dataset. Energies are from wB97M-V/def2-TZVPD.

Positions of all 13 atoms, in Å:
C -1.856 -0.357 -0.375
C -1.001 0.683 0.340
N 0.383 0.601 -0.005
P 1.562 -0.352 0.258
O 2.882 0.145 -0.497
H -2.912 -0.145 -0.217
H -1.647 -0.334 -1.441
H -1.633 -1.353 0.000
H -1.313 1.682 0.009
H -1.167 0.626 1.421
H 2.059 -0.555 1.559
H 1.598 -1.675 -0.204
H 3.046 1.034 -0.849

Summary:
**Relative energy (zero: lowest compared OMol25 entry of this formula, charge and spin)**: 157.9 kJ/mol
**Largest force on an atom**: 1.48 eV/A
**SMILES string**: CCN=[PH2]O
**Multiplicity**: 1
**HOMO energy**: -8.7 eV



[8]
Here is one molecule with the formula C22H21NO2 from the Open Molecules 2025 dataset. Energies are from wB97M-V/def2-TZVPD.

Positions of all 46 atoms, in Å:
O -1.022 -3.299 0.439
C -0.436 -2.335 0.944
C 1.051 -2.193 0.752
C 1.434 -2.120 -0.730
C 0.783 -0.964 -1.461
C -0.400 -1.221 -2.076
C -1.260 -0.157 -2.721
C -0.870 1.200 -2.286
C -1.696 2.314 -2.529
C -1.299 3.618 -2.212
C -0.038 3.797 -1.642
C 0.849 2.732 -1.464
C 0.439 1.406 -1.745
N 1.310 0.329 -1.511
C 2.745 0.575 -1.538
C 3.097 1.888 -0.858
C 2.197 2.940 -0.884
C 1.590 -0.987 1.506
O 0.959 -0.846 2.789
C -0.426 -0.452 2.669
C -1.027 -0.655 4.040
C -2.290 -1.190 4.252
C -3.092 -1.684 3.146
C -2.642 -1.635 1.847
C -1.235 -1.157 1.520
H 1.504 -3.108 1.194
H 1.129 -3.074 -1.160
H 2.549 -2.074 -0.822
H -0.798 -2.264 -2.020
H -2.333 -0.318 -2.504
H -1.106 -0.267 -3.814
H -2.697 2.163 -2.939
H -2.006 4.434 -2.349
H 0.248 4.823 -1.346
H 3.287 -0.255 -1.111
H 3.026 0.587 -2.599
H 4.123 2.070 -0.532
H 2.495 3.903 -0.469
H 2.640 -1.113 1.628
H 1.447 -0.046 0.967
H -0.454 0.602 2.404
H -0.466 -0.303 4.880
H -2.677 -1.182 5.257
H -4.081 -2.080 3.337
H -3.272 -1.988 1.037
H -1.281 -0.417 0.715

Summary:
**Relative energy (zero: lowest compared OMol25 entry of this formula, charge and spin)**: 332.0 kJ/mol
**Largest force on an atom**: 3.30 eV/A
**SMILES string**: O=C1[C@@H](CC2=CCc3cccc4c3N2CC=C4)CO[C@@H]2C=CC=C[C@H]12
**Multiplicity**: 1
**HOMO energy**: -7.4 eV